Entry 1:
Formula: C2H14N2O3
Source: the Open Molecules 2025 dataset
Level of theory: the ωB97M-V functional and the def2-TZVPD basis

Element x y z (Å)
C1 -0.3788 0.8818 1.4042
N1 0.3369 2.0973 1.0503
C2 -0.2311 3.0372 0.1190
N2 0.5705 3.2970 -1.0905
H1 -1.0329 0.6606 0.5719
H2 0.2997 0.0381 1.5858
H3 -0.7709 0.9626 2.4292
H4 1.0897 2.4230 1.6239
H5 -0.3942 4.0194 0.5716
H6 -1.1763 2.6193 -0.1970
H7 1.4933 3.5595 -0.7545
H8 0.7315 2.4148 -1.5558
O1 0.4166 -1.5628 -2.6197
H9 1.0590 -1.9937 -3.2014
H10 0.3398 -0.6488 -2.9050
O2 -1.6410 -4.1207 1.6066
H11 -1.1542 -4.1769 0.7634
H12 -0.9087 -4.1013 2.2341
O3 0.3871 -3.2766 -0.1959
H13 0.5874 -3.7820 -0.9943
H14 0.3766 -2.3476 -0.4460

SMILES: CNCN.O.O.O
LUMO energy, eV: 0.2
Relative energy (zero: lowest compared OMol25 entry of this formula, charge and spin), kcal per mole: 31.9
Frontier orbital gap, eV: 8.554


Entry 2:
Formula: C2H14N2O3
Source: the Open Molecules 2025 dataset
Level of theory: the ωB97M-V functional and the def2-TZVPD basis

Element x y z (Å)
C1 0.1590 1.5134 2.1004
N1 0.8383 1.9371 0.8928
C2 0.1123 2.5137 -0.2544
N2 -0.8889 1.6993 -0.7963
H1 0.7423 0.7429 2.5889
H2 0.0150 2.4257 2.7020
H3 -0.8444 1.2130 1.8391
H4 1.7477 2.3682 1.0555
H5 0.8779 2.6577 -1.0251
H6 -0.2574 3.4972 0.0379
H7 -0.5630 0.8615 -1.2533
H8 -1.8194 1.6737 -0.4033
H9 3.5807 -1.7755 -0.9739
H10 2.5028 -2.4413 -0.1267
O1 3.1680 -2.6272 -0.7952
H11 -2.0586 -1.7129 -0.6976
H12 -2.4756 -0.2385 -1.1249
O2 -2.7223 -1.1622 -1.1466
H13 -0.7792 -2.9308 0.9579
H14 0.2007 -2.6782 -0.1743
O3 -0.7345 -2.8730 -0.0073

Multiplicity: 2
Expectation value of S²: 0.75
LUMO energy (spin up / spin down), eV: -3.8 / -8.3
Relative energy (zero: lowest compared OMol25 entry of this formula, charge and spin), kcal per mole: 13.6
Total charge: +1
Frontier orbital gap (spin up / spin down), eV: 10.153 / 5.622


Entry 3:
Formula: C2H14N2O4
Source: the Open Molecules 2025 dataset
Level of theory: the ωB97M-V functional and the def2-TZVPD basis

Element x y z (Å)
C1 0.6454 -1.4873 -0.2340
N1 -0.6219 -1.2756 -0.9171
C2 -0.8848 0.1373 -1.1200
N2 0.0899 0.6828 -2.0109
H1 0.5778 -2.2836 0.5266
H2 1.3625 -1.7584 -1.0014
H3 0.9269 -0.6036 0.3715
H4 -1.4639 -1.4899 -0.3295
H5 -0.9029 0.6874 -0.1714
H6 -1.8625 0.2348 -1.5966
H7 2.4514 0.8726 0.5178
H8 1.8253 1.3129 1.8641
O1 2.2872 0.5402 1.5197
H9 -3.4723 -1.4026 0.8108
H10 2.5010 2.2175 -0.8352
O2 2.3791 1.2530 -0.7958
H11 0.0941 0.1683 -2.8864
H12 -1.8977 0.0136 1.6492
O3 -2.6972 -0.8575 0.6137
H13 1.0545 0.8377 -1.6249
H14 -1.8405 1.1370 2.6941
O4 -1.2546 0.5908 2.1575

LUMO energy, eV: -5.4
Relative energy (zero: lowest compared OMol25 entry of this formula, charge and spin), kcal per mole: 196.9
Frontier orbital gap, eV: 3.956


Entry 4:
Formula: C2H14N3O3
Source: the Open Molecules 2025 dataset
Level of theory: the ωB97M-V functional and the def2-TZVPD basis

Element x y z (Å)
C1 -0.3911 2.4848 1.3530
N1 -0.1758 1.1621 0.8205
C2 0.9743 0.5443 0.8149
N2 0.9518 -0.7696 0.4846
N3 2.1550 1.0241 1.1934
H1 -1.1675 3.1264 0.9592
H2 0.4719 3.1915 1.3436
H3 -0.4594 2.4717 2.4493
H4 -1.0096 0.6194 0.6471
H5 0.1180 -1.3349 0.4838
H6 1.7410 -1.2661 0.1126
H7 3.0942 0.7810 0.9022
H8 2.1432 2.0229 1.3807
H9 -2.2019 -2.0566 -0.1741
H10 -2.8213 -0.6928 0.1056
O1 -1.9936 -1.1187 -0.1689
H11 -0.0817 -0.8756 -1.6772
H12 -0.7669 -0.4127 -2.7755
O2 0.0736 -0.1657 -2.3428
H13 -0.4606 -2.6672 -2.6866
H14 0.3206 -3.2413 -1.4772
O3 -0.5142 -2.8271 -1.7480

LUMO energy, eV: -2.8
Relative energy (zero: lowest compared OMol25 entry of this formula, charge and spin), kcal per mole: 33.4
Total charge: +1
Frontier orbital gap, eV: 11.353


Entry 5:
Formula: C2H14NO3S
Source: the Open Molecules 2025 dataset
Level of theory: the ωB97M-V functional and the def2-TZVPD basis

Element x y z (Å)
C1 0.5368 0.7693 -0.6393
C2 0.2773 0.2964 -2.0638
S1 -0.0879 1.5553 -3.3850
N1 0.4945 -0.4482 0.2291
H1 -0.0936 1.6038 -0.3047
H2 1.5853 1.1355 -0.5081
H3 -0.5622 -0.4072 -2.0622
H4 1.1163 -0.2942 -2.4278
H5 -1.0753 2.0926 -2.6475
H6 0.9007 -0.4121 1.1684
H7 1.0765 -1.1199 -0.2839
H8 -0.5259 -0.8944 0.4763
H9 1.8839 0.8395 3.6206
H10 0.4842 1.1686 3.9982
O1 0.9765 0.6296 3.3659
H11 0.3128 -1.3941 3.4253
H12 -0.4557 -2.7095 3.7149
O2 -0.4525 -1.9213 3.1676
H13 -2.3650 -2.0700 0.4612
H14 -1.5340 -1.7797 1.8468
O3 -1.5558 -1.7379 0.8576

LUMO energy, eV: -3.0
Relative energy (zero: lowest compared OMol25 entry of this formula, charge and spin), kcal per mole: 8.5
Total charge: +1
Frontier orbital gap, eV: 9.444


Entry 6:
Formula: C2H14NO4
Source: the Open Molecules 2025 dataset
Level of theory: the ωB97M-V functional and the def2-TZVPD basis

Element x y z (Å)
C1 -1.3306 0.6097 1.3701
O1 -0.2469 -0.3332 1.1982
C2 -1.2401 1.5850 0.1642
N1 -0.5040 0.9507 -0.9316
H1 -1.2353 1.1648 2.2980
H2 -2.1908 -0.0565 1.3551
H3 0.4834 -0.0092 1.7346
H4 -2.2251 1.9951 -0.0460
H5 -0.6960 2.4462 0.5548
H6 -0.8595 -0.0040 -1.1302
H7 0.4616 0.7676 -0.6097
H8 -0.4084 1.4727 -1.8009
H9 -1.1394 -1.8893 -2.7069
H10 0.0164 -2.1198 -1.7773
O2 -0.5309 -1.3989 -2.1328
H11 2.7557 0.9077 1.1867
H12 2.9670 0.1915 -0.1787
O3 2.2949 0.5213 0.4303
H13 0.7814 -2.7392 0.8176
H14 1.7536 -1.7007 0.2136
O4 1.0932 -2.3614 -0.0092

LUMO energy, eV: -3.1
Relative energy (zero: lowest compared OMol25 entry of this formula, charge and spin), kcal per mole: 9.4
Total charge: +1
Frontier orbital gap, eV: 11.518


Number 1: DFT total energy -419.7891 hartree. Number 2: DFT total energy -419.4750 hartree. Number 3: DFT total energy -494.7682 hartree. Number 4: DFT total energy -474.3666 hartree. Number 5: DFT total energy -763.0242 hartree. Number 6: DFT total energy -440.0743 hartree.